No. 1
The following is a DFT calculation (wB97M-V/def2-TZVPD) of a cluster of 2 separate species, C4H8N2O in total at a distorted geometry.

Structure (XYZ):
```
15
Properties=species:S:1:pos:R:3:forces:R:3
N -0.951859 1.512579 -0.046385 -1.596 -1.822 0.092
C 1.167391 -0.316597 -0.437735 -0.857 1.034 -0.710
N -1.987066 0.850071 0.255021 0.871 2.034 0.662
C -0.323639 -0.915825 1.461661 -1.832 -0.107 -0.358
C 0.886077 -0.804949 0.907550 0.103 -0.448 0.455
C 0.294066 -0.344126 -1.468869 0.634 -0.126 0.248
O 2.353245 0.331986 -0.631807 0.061 -0.098 0.155
H 2.787162 0.457689 0.221343 -0.071 -0.064 -0.079
H -0.948838 1.794804 -1.036743 -0.456 0.549 0.154
H -1.767280 -0.087166 1.062203 2.469 -0.467 -0.053
H -2.829271 0.891997 -0.326186 0.439 -0.457 -0.766
H -0.390295 -1.499171 2.380715 0.263 0.420 0.274
H 1.792028 -1.104204 1.449278 -0.079 -0.240 -0.024
H 0.528514 0.151873 -2.398964 0.138 -0.096 -0.127
H -0.610236 -0.918962 -1.391081 -0.086 -0.112 0.076
```
Positions in Å, forces in eV/Å.

Computed properties:
Gap between HOMO and LUMO (spin up / spin down), eV: 6.988 / 6.991
Electronic energy, Ha: -341.7330
LUMO energy (spin up / spin down), eV: -0.7 / -0.7

=====

No. 2
The following is a DFT calculation (wB97M-V/def2-TZVPD) of the molecule C18H17FN2O6S.

Structure (XYZ):
```
45
Properties=species:S:1:pos:R:3:forces:R:3
C -2.620956 1.155766 2.107843 -0.123 -0.348 0.144
O -1.641656 2.182911 1.987121 0.002 0.422 -0.086
C -0.374373 1.821091 2.168048 0.191 0.001 0.095
O -0.011059 0.707024 2.432655 -0.019 -0.009 0.016
C 0.556073 3.016029 1.992296 -0.004 -0.016 0.120
N 1.892467 2.573407 1.665062 -0.354 0.162 -0.006
C 2.869053 2.718729 2.607195 0.247 0.081 -0.075
O 2.698273 3.337466 3.632796 0.180 -0.094 0.176
C 4.176131 2.003456 2.310232 0.134 -0.100 0.567
O 4.476302 1.790362 0.947854 -0.126 0.128 -0.307
C 3.424079 1.471518 0.151351 -0.245 -0.177 -0.250
C 3.676369 0.783405 -1.029107 -0.083 0.171 0.245
C 2.634332 0.439881 -1.874385 -0.027 -0.064 -0.104
C 1.353206 0.821281 -1.537249 -0.418 -0.234 -0.276
S -0.059663 0.359318 -2.521867 -0.352 0.071 0.403
O 0.315330 -0.715322 -3.399064 0.301 -0.035 0.174
O -0.686699 1.513947 -3.089778 -0.089 0.157 0.100
N -1.081597 -0.156113 -1.296628 0.513 0.466 -0.664
C -0.744579 -1.427582 -0.671928 0.185 -0.250 0.316
C -1.699164 -2.526838 -1.052125 0.010 0.069 0.041
C -2.544399 -3.095401 -0.108212 0.147 0.062 -0.147
C -3.445944 -4.080941 -0.470927 -0.141 -0.191 -0.187
C -3.492736 -4.482019 -1.793106 0.065 0.096 0.120
F -4.371793 -5.439646 -2.154038 0.071 0.074 0.017
C -2.665689 -3.929418 -2.755304 -0.123 -0.119 0.044
C -1.767580 -2.949060 -2.376650 -0.075 -0.076 0.093
C 1.086432 1.543497 -0.391632 0.274 0.163 0.244
C 2.114797 1.859414 0.483395 0.272 -0.203 -0.380
H -3.580957 1.658307 2.190042 0.057 -0.020 -0.034
H -2.597896 0.518701 1.221225 -0.002 0.034 0.056
H -2.424418 0.549072 2.993520 -0.065 0.049 -0.089
H 0.630613 3.548849 2.947819 -0.111 -0.078 -0.228
H 0.159277 3.694985 1.234391 0.020 -0.063 0.057
H 4.130526 1.037323 2.839924 0.001 0.164 -0.076
H 5.003104 2.583385 2.726751 -0.245 -0.065 -0.024
H 4.695796 0.517289 -1.256238 0.117 -0.054 -0.018
H 2.799334 -0.124275 -2.777414 0.088 -0.098 -0.092
H -2.048707 -0.071642 -1.571385 -0.138 0.154 -0.218
H 0.267663 -1.675395 -1.003144 -0.023 -0.140 0.222
H -0.726291 -1.286346 0.415092 0.070 -0.096 -0.122
H -2.493822 -2.772068 0.921183 0.013 0.043 0.121
H -4.105100 -4.534859 0.251915 -0.081 -0.062 0.048
H -2.729214 -4.268849 -3.776771 -0.025 -0.055 -0.104
H -1.110023 -2.500287 -3.106594 0.024 0.000 -0.089
H 0.065161 1.829647 -0.214162 -0.112 0.082 0.157
```
Positions in Å, forces in eV/Å.

Computed properties:
Structure (SMILES): COC(=O)CN1C(=O)COc2ccc(S(=O)(=O)NCc3ccc(F)cc3)cc21
Gap between HOMO and LUMO, eV: 9.421
Electronic energy, Ha: -1755.1443
LUMO energy, eV: 0.5

=====

Copy entry 1 word for word.
The following is a DFT calculation (wB97M-V/def2-TZVPD) of a cluster of 2 separate species, C4H8N2O in total at a distorted geometry.

Structure (XYZ):
```
15
Properties=species:S:1:pos:R:3:forces:R:3
N -0.951859 1.512579 -0.046385 -1.596 -1.822 0.092
C 1.167391 -0.316597 -0.437735 -0.857 1.034 -0.710
N -1.987066 0.850071 0.255021 0.871 2.034 0.662
C -0.323639 -0.915825 1.461661 -1.832 -0.107 -0.358
C 0.886077 -0.804949 0.907550 0.103 -0.448 0.455
C 0.294066 -0.344126 -1.468869 0.634 -0.126 0.248
O 2.353245 0.331986 -0.631807 0.061 -0.098 0.155
H 2.787162 0.457689 0.221343 -0.071 -0.064 -0.079
H -0.948838 1.794804 -1.036743 -0.456 0.549 0.154
H -1.767280 -0.087166 1.062203 2.469 -0.467 -0.053
H -2.829271 0.891997 -0.326186 0.439 -0.457 -0.766
H -0.390295 -1.499171 2.380715 0.263 0.420 0.274
H 1.792028 -1.104204 1.449278 -0.079 -0.240 -0.024
H 0.528514 0.151873 -2.398964 0.138 -0.096 -0.127
H -0.610236 -0.918962 -1.391081 -0.086 -0.112 0.076
```
Positions in Å, forces in eV/Å.

Computed properties:
Gap between HOMO and LUMO (spin up / spin down), eV: 6.988 / 6.991
Electronic energy, Ha: -341.7330
LUMO energy (spin up / spin down), eV: -0.7 / -0.7

=====

Question: electronic energy of number 2 (C18H17FN2O6S)?
Answer: -1755.1443 Ha

=====

Question: Which of these has the highest electronic energy?
Answer: C4H8N2O